Entry from the Open Molecules 2025 dataset: a 12-piece molecular cluster, C7H38NO11 overall in a non-equilibrium geometry (wB97M-V/def2-TZVPD).

Calculated values
Lowest unoccupied orbital energy = -0.0944 Ha
Orbital gap = 8.9898 eV

Structure (ORCA input):
```
! wB97M-V def2-TZVPD RIJCOSX def2/J DEFGRID3
* xyz 1 1
C 1.422 -0.635 0.071
C 2.330 0.480 -0.176
C 3.338 0.357 0.967
C 2.653 1.084 2.137
C -0.734 -0.058 3.861
C 0.230 0.870 3.164
C 1.381 0.375 2.580
N 3.085 0.589 -1.452
H 1.461 -1.402 -0.700
H 0.359 -0.383 0.009
H 1.564 -1.211 1.029
H 1.674 1.434 0.002
H 3.596 -0.632 1.114
H 4.244 0.697 0.715
H 2.257 2.030 1.762
H 3.013 1.419 3.110
H -1.258 0.641 4.540
H -1.510 -0.529 3.278
H -0.306 -0.891 4.421
H -0.156 1.899 3.165
H 1.592 -0.686 2.442
H 2.525 0.477 -2.329
H 3.727 1.459 -1.638
H 3.729 -0.229 -1.450
H -2.767 -1.561 -0.369
H -1.986 -2.078 -1.543
O -1.846 -2.000 -0.590
H -0.952 1.847 -2.475
H -0.958 1.851 -4.048
O -1.301 1.289 -3.298
H 1.511 3.435 -2.577
H 0.962 2.938 -1.180
O 1.716 2.868 -1.815
H 4.453 -1.668 0.142
H 3.869 -3.013 -0.629
O 3.828 -1.971 -0.676
H -1.160 1.827 -0.060
H -1.301 3.269 -0.152
O -0.761 2.605 -0.564
H -0.294 -3.022 1.560
H -0.939 -3.394 0.297
O -0.894 -3.704 1.212
H -2.934 -1.362 -3.606
H -3.118 0.065 -2.728
O -3.130 -1.004 -2.675
H 0.826 -0.051 -4.497
H -0.020 -0.064 -3.311
O 0.878 -0.153 -3.620
H -3.713 1.296 0.904
H -3.604 2.461 1.914
O -3.385 2.116 0.924
H -4.665 -0.549 -0.971
H -4.438 -1.003 0.494
O -4.250 -0.302 -0.087
H -3.010 -2.282 1.714
H -3.225 -3.315 0.700
O -3.609 -2.531 0.992
*
```

Here are the Löwdin charges for atoms 1 to 8, given in e: -0.093, -0.358, -0.154, -0.146, -0.109, -0.121, -0.141, 0.184